Entry 1:
H11O5 | ωB97M-V/def2-TZVPD

Last column: natural (NBO) charge in e.
Atoms and positions in Å:
O (1.4099, 0.4107, 0.5781)  -0.961
O (-0.9893, 1.1767, -2.0246)  -0.976
O (-1.0652, -3.4528, -0.5171)  -0.960
O (1.0381, 2.7402, 2.3667)  -0.957
O (-0.3021, -1.0252, -0.7919)  -0.874
H (-0.5109, 1.6656, -1.3434)  0.500
H (-0.5896, -0.4353, -1.5379)  0.552
H (-0.5255, -1.9928, -0.9134)  0.577
H (0.6156, 2.6877, 3.2397)  0.480
H (-1.8980, -3.7872, -0.1633)  0.513
H (1.7130, 3.3466, 2.7184)  0.484
H (0.2803, -0.4291, -0.2327)  0.566
H (-1.8628, 1.5016, -2.2572)  0.520
H (1.3534, 0.8350, 1.4395)  0.531
H (-0.5284, -4.2566, -0.5655)  0.508
H (1.8615, 1.0149, 0.0045)  0.496

Output
Spin multiplicity: 1
Orbital gap (eV): 12.432
E_HOMO (eV): -15.4
Calculated total energy (eV): -10409.58792
Total charge: +1
E_LUMO (eV): -2.952
ΔE to the lowest compared entry with this formula, charge and spin (eV): 0.891
Molecular weight (g mol⁻¹): 91.08

=====

Entry 2:
H11O5 | ωB97M-V/def2-TZVPD

Last column: natural (NBO) charge in e.
Atoms and positions in Å:
O (0.0043, 1.8835, 1.8595)  -0.983
O (-1.3498, 1.2214, -1.8944)  -0.913
O (1.9026, -0.5091, 0.4493)  -0.972
O (-1.0337, -0.1657, 0.3248)  -0.831
O (0.0478, -2.5868, -0.7998)  -1.025
H (-0.2991, -0.8226, 0.2422)  0.576
H (1.0274, -2.6194, -1.0939)  0.528
H (-1.9526, 0.5509, -2.3249)  0.512
H (-1.2118, 0.3259, -0.6186)  0.534
H (0.7613, 2.3207, 1.7166)  0.489
H (-0.4518, -3.3508, -0.5247)  0.512
H (-0.7570, 2.4070, 2.3812)  0.531
H (-0.6650, 0.5639, 0.8743)  0.552
H (2.1558, -0.6661, 1.4556)  0.501
H (-0.4624, 1.1086, -2.3026)  0.508
H (2.2841, 0.3385, 0.2554)  0.478

Output
Spin multiplicity: 1
Orbital gap (eV): 12.006
E_HOMO (eV): -15.4
Calculated total energy (eV): -10408.85963
Total charge: +1
E_LUMO (eV): -3.431
ΔE to the lowest compared entry with this formula, charge and spin (eV): 1.619
Molecular weight (g mol⁻¹): 91.08

=====

Entry 3:
H11O5 | ωB97M-V/def2-TZVPD

Last column: natural (NBO) charge in e.
Atoms and positions in Å:
O (0.7668, -1.6019, 0.5812)  -0.985
O (-0.2110, 2.5796, -0.4910)  -0.961
O (3.1771, -0.7796, 1.6880)  -0.972
O (-3.0205, -0.3391, -1.5557)  -0.947
O (-1.0269, 0.1364, -0.1102)  -0.854
H (-0.5420, 3.0848, -1.2397)  0.506
H (-0.5493, 1.0113, -0.1142)  0.558
H (3.9593, -0.9157, 1.1465)  0.490
H (1.6051, -1.1257, 0.7523)  0.519
H (-3.8747, -0.0211, -1.8634)  0.526
H (-1.8131, -0.0472, -0.7422)  0.547
H (-3.0609, -1.3029, -1.6081)  0.506
H (0.5667, 3.0730, -0.2037)  0.506
H (3.5182, -0.7378, 2.5877)  0.499
H (-0.4010, -0.6179, 0.0645)  0.552
H (0.9063, -2.3962, 1.1083)  0.509

Output
Spin multiplicity: 1
Orbital gap (eV): 12.613
E_HOMO (eV): -15.5
Calculated total energy (eV): -10410.16071
Total charge: +1
E_LUMO (eV): -2.880
ΔE to the lowest compared entry with this formula, charge and spin (eV): 0.318
Molecular weight (g mol⁻¹): 91.08

=====

Entry 4:
H12NO4 | ωB97M-V/def2-TZVPD

Last column: natural (NBO) charge in e.
Atoms and positions in Å:
O (2.8260, 1.4865, 3.0437)  -0.964
O (-3.7464, -1.2078, -0.8879)  -0.936
O (1.4514, -1.0418, 1.2917)  -1.003
O (-0.1044, 1.5994, -2.9375)  -0.976
N (-0.2734, -0.7294, -0.7641)  -0.878
H (3.6405, 1.7052, 3.5060)  0.488
H (0.3065, -0.1819, -1.4128)  0.471
H (-4.5682, -1.7089, -0.7301)  0.487
H (-0.8970, -1.2701, -1.3655)  0.453
H (-0.5800, 1.7140, -3.7621)  0.495
H (-0.1338, 2.4586, -2.5006)  0.486
H (1.7110, -1.7670, 1.8667)  0.504
H (0.2810, -1.2904, -0.1070)  0.478
H (2.2005, 2.1202, 3.4072)  0.479
H (-3.2783, -1.5478, -0.1148)  0.451
H (-0.7603, -0.0858, -0.1463)  0.445
H (1.9249, -0.2531, 1.6133)  0.523

Output
Spin multiplicity: 1
Orbital gap (eV): 11.498
E_HOMO (eV): -14.8
Calculated total energy (eV): -9869.02470
Total charge: +1
E_LUMO (eV): -3.326
ΔE to the lowest compared entry with this formula, charge and spin (eV): 1.030
Molecular weight (g mol⁻¹): 90.10